[1]
Below is a 6-piece molecular cluster, C40H90FN5 overall at a distorted geometry, with properties calculated with ωB97M-V/def2-TZVPD.

Multiplicity   2
Total charge   +3
E_tot   -1950.51573 Eh
HOMO (alpha / beta)   -7.800 / -15.677 eV
Kohn-Sham gap (alpha / beta)   0.07837 / 0.36636 hartree

Geometry as XYZ:
```
136
Properties=species:S:1:pos:R:3:mulliken_spin:R:1
F 0.86172 0.29229 0.74924 -0.02
C 2.47663 0.78957 -2.33228 -0.07
C 1.30946 1.81542 -2.02416 -0.41
C 1.42066 3.10700 -2.89777 0.06
N 0.31036 4.10833 -2.54367 -0.35
C -1.00848 3.79453 -3.35281 0.10
C 0.11717 4.32330 -1.02801 0.03
C 1.23364 5.20116 -0.57207 0.03
C 1.47127 6.25681 -1.69998 0.00
C 0.91118 5.51479 -2.88944 0.00
H 3.48863 1.13104 -2.11467 -0.02
H 2.42786 0.36659 -3.33568 0.01
H 2.37286 -0.01320 -1.60229 0.04
H 1.55681 2.07503 -0.99482 0.05
H 0.29801 1.42087 -2.12105 0.22
H 1.16566 3.05438 -3.95621 -0.01
H 2.34779 3.67834 -2.85200 0.03
H -1.37695 2.79581 -3.11858 0.11
H -0.84732 4.04928 -4.40030 0.05
H -1.72146 4.46875 -2.87827 -0.05
H -0.86173 4.80165 -0.99571 0.04
H 0.10964 3.32401 -0.59275 0.02
H 0.92712 5.58120 0.40247 0.00
H 2.11364 4.59758 -0.34983 0.00
H 0.84592 7.13651 -1.54783 0.00
H 2.52561 6.51674 -1.79428 0.00
H 0.02568 6.05474 -3.22480 0.02
H 1.65949 5.52841 -3.68188 -0.01
C -0.32898 5.40152 3.57626 0.00
C -0.80273 4.00438 2.99799 -0.06
C -0.29745 2.74834 3.78937 0.04
N -1.34617 1.46942 3.72192 -0.25
C -1.91050 1.23187 2.37542 0.36
C -2.37781 1.64300 4.92132 0.03
C -2.28691 0.37221 5.83122 0.00
C -1.51998 -0.61552 4.97043 -0.02
C -0.50370 0.20801 4.25017 0.01
H -0.85290 6.20123 3.05275 0.00
H 0.68247 5.73540 3.34478 0.00
H -0.47787 5.45567 4.65469 0.00
H -0.34443 3.90239 2.01429 0.06
H -1.88559 4.04743 2.88110 -0.02
H -0.10448 2.90332 4.85090 0.01
H 0.58412 2.29162 3.33956 -0.02
H -2.65567 2.02724 2.39006 -0.18
H -2.37615 0.24907 2.44871 0.05
H -1.11896 1.30242 1.62939 0.09
H -3.37028 1.70999 4.47565 0.02
H -2.18510 2.52092 5.53794 0.00
H -3.28196 -0.00291 6.07051 -0.02
H -1.91311 0.50070 6.84703 0.00
H -2.17714 -1.03056 4.20624 0.04
H -1.12506 -1.39175 5.62588 -0.02
H -0.25202 -0.21107 3.27593 0.00
H 0.36635 0.56134 4.80357 0.00
C -3.03569 -6.53072 0.22102 -0.06
C -2.59031 -5.12173 0.52029 0.18
C -1.10831 -5.02532 0.78121 -0.01
N -0.60612 -3.64535 0.47788 -0.71
C -1.18520 -2.65316 1.62776 0.21
C 0.94247 -3.73799 0.50990 -0.01
C 1.35777 -3.67266 -0.92957 -0.04
C 0.34564 -2.67898 -1.55101 0.05
C -0.87339 -3.13898 -0.93394 -0.76
H -2.58030 -7.11070 -0.58170 -0.01
H -4.10626 -6.46979 0.02539 -0.01
H -2.93211 -7.26840 1.01675 0.00
H -3.09643 -4.71150 1.39416 0.14
H -3.02290 -4.51933 -0.27851 -0.01
H -0.51087 -5.79595 0.29407 0.01
H -1.03432 -5.23563 1.84816 0.01
H -0.93705 -1.64063 1.30949 0.15
H -0.56631 -2.72395 2.52221 0.05
H -2.26028 -2.71254 1.79746 -0.11
H 1.21990 -2.88277 1.12614 0.08
H 1.18418 -4.59965 1.13217 0.03
H 2.33753 -3.19815 -0.87480 -0.02
H 1.29259 -4.65447 -1.39853 -0.01
H 0.52642 -1.65527 -1.22321 -0.01
H 0.20258 -2.83726 -2.61993 0.04
H -1.53446 -2.28305 -0.79798 0.64
H -1.26051 -3.92020 -1.58810 0.12
C 2.72925 -2.60828 4.45866 0.01
C 2.76558 -1.36067 3.62775 0.01
C 4.21022 -0.91115 3.37450 0.01
N 4.40434 0.36798 2.40453 -0.01
C 3.34226 1.43222 2.92414 0.02
C 4.16755 0.00302 0.83450 -0.04
C 5.56727 -0.48569 0.41242 0.01
C 6.60254 -0.00784 1.47931 0.00
C 5.84786 0.92017 2.41046 0.00
H 3.10509 -3.43298 3.85311 0.00
H 1.80455 -3.11899 4.72737 0.00
H 3.18104 -2.55667 5.44929 0.00
H 2.36063 -0.55753 4.24342 0.00
H 2.15344 -1.58188 2.75342 0.01
H 4.74385 -1.76175 2.95045 0.00
H 4.76770 -0.75443 4.29795 0.00
H 3.31904 2.43992 2.50930 0.00
H 3.41696 1.59439 3.99941 0.00
H 2.40320 0.92528 2.70214 -0.01
H 3.80953 0.94006 0.40802 0.01
H 3.42604 -0.79581 0.82237 0.02
H 5.85273 -0.01842 -0.53005 0.00
H 5.65506 -1.55571 0.22414 0.00
H 7.47667 0.45935 1.02571 0.00
H 6.86280 -0.95045 1.96083 0.00
H 5.68067 1.91739 2.00340 0.00
H 6.31422 0.97380 3.39420 0.00
C -2.00459 0.12244 -1.78625 0.94
C -1.76782 -0.22454 -3.22758 -1.08
C -3.16094 -0.39689 -3.90991 0.74
N -3.10444 -1.09776 -5.27024 -0.73
C -2.05603 -0.53349 -6.31903 0.11
C -4.50337 -1.17761 -5.91007 0.04
C -5.26821 -2.37272 -5.29176 0.05
C -4.18652 -3.39320 -4.87674 0.05
C -2.80872 -2.63503 -5.21304 0.15
H -2.56239 1.02144 -1.52403 0.05
H -1.10668 0.09229 -1.16904 0.01
H -2.52652 -0.75938 -1.41466 0.10
H -1.20758 -1.15775 -3.16993 0.19
H -1.04161 0.41885 -3.72434 0.16
H -3.80959 0.46770 -4.05078 0.25
H -3.73320 -1.09770 -3.30204 -0.14
H -2.36993 -0.85893 -7.31082 0.02
H -1.03779 -0.82725 -6.06407 -0.05
H -2.07593 0.54874 -6.19062 0.11
H -4.26933 -1.32847 -6.96390 0.00
H -5.00247 -0.22800 -5.71708 0.00
H -6.06101 -2.65696 -5.98369 -0.01
H -5.85809 -2.15788 -4.40070 -0.03
H -4.12973 -4.38557 -5.32402 -0.03
H -4.21985 -3.62681 -3.81259 0.05
H -2.55956 -2.94873 -6.22675 -0.03
H -2.00531 -2.90470 -4.52753 0.11
```


[2]
Below is a 2-piece molecular cluster, C4H5IN2 overall at a distorted geometry, with properties calculated with ωB97M-V/def2-TZVPD.

Multiplicity   3
E_tot   -562.44097 Eh
HOMO (alpha / beta)   -8.487 / -10.129 eV
Kohn-Sham gap (alpha / beta)   0.30707 / 0.29546 hartree
ΔE to the lowest compared entry with this formula, charge and spin   0.0 kJ/mol

Geometry as XYZ:
```
12
Properties=species:S:1:pos:R:3:mulliken_spin:R:1
C 1.24698 1.63773 -0.02610 -0.07
C -0.27563 -1.22371 1.70132 0.37
C -1.30309 0.20034 -1.59135 0.89
C 1.10739 0.31743 0.36040 0.46
N 1.36238 2.76301 -0.31285 0.22
N 0.16778 -0.12430 1.18450 -0.06
I 2.72616 -0.87495 -0.35264 0.06
H -0.89907 -1.14104 2.60846 0.02
H -0.11751 -2.31347 1.36777 0.02
H -1.42804 1.03496 -0.91995 0.03
H -0.85698 0.45014 -2.52971 0.03
H -1.73037 -0.72615 -1.48984 0.04
```


[3]
Below is C2H5N3O3 as an isolated structure at a distorted geometry, with properties calculated with ωB97M-V/def2-TZVPD.

E_tot   -468.77523 Eh
HOMO   -8.701 eV
Kohn-Sham gap   0.26385 hartree
ΔE to the lowest compared entry with this formula, charge and spin   1117.0 kJ/mol

Geometry as XYZ:
```
13
Properties=species:S:1:pos:R:3:lowdin_charge:R:1
C 0.17216 -0.22040 0.34130 -0.27
C 0.82802 2.01018 -0.76553 -0.24
H -0.45194 -3.20372 -0.21222 0.18
H -1.51705 -1.95526 0.37418 0.09
H -0.27238 -0.53204 -1.91752 0.21
H -0.70945 0.15014 2.31759 0.39
H 0.05224 1.90903 -1.89594 0.20
N -0.99319 -2.17385 -0.55891 -0.05
N -0.09169 -0.97476 -0.86809 -0.02
N 0.24576 1.38182 0.30619 -0.09
O -0.08749 -0.76423 1.49655 -0.03
O 0.96089 1.53167 1.74816 -0.26
O 1.86412 2.84144 -0.36577 -0.09
```